A 9-piece molecular cluster, C32H74BF4NO18P2S5 overall in a non-equilibrium geometry. Source: OMol25; level of theory: the ωB97M-V functional and the def2-TZVPD basis.

CARTESIAN COORDINATES (ANGSTROEM)
N  -3.482520  10.065510  27.124260
H  -3.906320  9.254680  27.552090
H  -2.699250  9.739180  26.576450
H  -2.986610  10.695970  27.738020
H  -4.071450  10.585480  26.489520
B  -4.952640  12.244590  25.686400
F  -5.723480  11.143860  26.178470
F  -4.090720  11.762570  24.704270
F  -5.809400  13.212160  25.207650
F  -4.254100  12.809010  26.760610
C  -9.375530  15.108110  20.157500
C  -8.657140  13.879630  20.808430
C  -7.784220  14.438270  22.008410
S  -8.805410  15.751440  22.749050
O  -7.904370  16.822500  23.234010
O  -9.804370  15.086940  23.594880
C  -9.582370  16.229770  21.127280
H  -10.358900  14.821400  19.784810
H  -8.742750  15.423040  19.327750
H  -8.059240  13.325540  20.084830
H  -9.376700  13.191430  21.251960
H  -6.976270  14.925090  21.462220
H  -7.439710  13.802700  22.824170
H  -8.950790  17.083360  20.881150
H  -10.604540  16.608170  21.118550
C  -6.018260  12.274790  31.025980
C  -6.492620  11.463480  29.786200
C  -5.838780  10.090860  29.748690
S  -5.738600  9.600540  31.497170
O  -4.439350  9.031620  31.785480
O  -7.021120  8.873000  31.702990
C  -5.900490  11.306460  32.245460
H  -6.926570  12.845870  31.218220
H  -5.177550  12.940790  30.831700
H  -6.191950  11.939350  28.852790
H  -7.578070  11.365070  29.771330
H  -4.771580  10.137140  29.531840
H  -6.354450  9.325510  29.168670
H  -5.006560  11.529600  32.827870
H  -6.730530  11.188710  32.942080
C  -2.355420  15.576370  28.901880
C  -2.336680  15.718890  27.365660
C  -1.646300  14.479600  26.717340
S  -1.303710  13.232540  28.109740
O  0.047530  13.368070  28.605920
O  -1.837090  11.981900  27.667690
C  -2.563670  14.074350  29.197970
H  -3.102100  16.169170  29.430240
H  -1.323700  15.716550  29.224360
H  -1.746640  16.600170  27.114050
H  -3.341750  15.906810  26.988010
H  -0.874910  14.668640  25.970800
H  -2.377380  13.984910  26.077890
H  -2.355990  13.800460  30.232350
H  -3.564280  13.805550  28.859410
C  -6.123910  11.026510  20.092210
C  -4.949550  11.400030  20.952910
C  -4.506790  12.758220  20.419240
S  -4.556140  12.638130  18.601840
O  -3.346120  12.108480  18.016970
O  -5.106110  13.849060  18.077230
C  -5.715830  11.235270  18.653530
H  -7.009360  11.583180  20.399150
H  -6.339130  9.984140  20.327260
H  -4.196940  10.617360  20.857470
H  -5.172720  11.284260  22.013530
H  -3.593540  13.307840  20.647230
H  -5.267350  13.493310  20.682500
H  -5.175660  10.411150  18.187560
H  -6.527380  11.542870  17.994080
C  -0.339310  11.874660  24.502070
C  -0.720180  11.407230  23.086530
C  -1.191280  9.993640  23.046950
S  -0.415200  9.145330  24.634710
O  0.420360  8.001420  24.205670
O  -1.432880  8.981450  25.690950
C  0.576300  10.702810  25.120770
H  -1.268260  11.978530  25.062750
H  0.132670  12.851650  24.398020
H  0.140210  11.472040  22.420480
H  -1.459070  12.045990  22.602650
H  -0.718590  9.556000  22.167660
H  -2.261170  9.840830  22.905250
H  1.465230  10.596980  24.498920
H  0.849900  10.630610  26.173400
C  -3.461750  3.441920  25.324560
C  -4.309250  4.665870  25.225170
O  -4.567080  5.258460  26.468260
P  -5.620570  6.468870  26.737400
O  -5.034760  7.609320  27.491730
O  -6.245080  6.787010  25.236500
C  -6.416400  8.065510  24.828070
C  -5.209650  8.612010  24.144020
O  -6.855290  5.710670  27.498340
C  -6.701090  5.008320  28.774570
C  -7.748720  3.994160  29.077610
H  -2.630190  3.507930  26.026170
H  -4.052980  2.543420  25.501310
H  -2.942960  3.140700  24.414490
H  -3.697220  5.371570  24.663460
H  -5.139980  4.495360  24.540400
H  -7.359460  8.089170  24.282030
H  -6.616450  8.681220  25.704990
H  -4.950640  7.873240  23.385580
H  -5.158320  9.591040  23.667610
H  -4.388030  8.640220  24.859730
H  -5.777410  4.430160  28.800240
H  -6.632910  5.771420  29.549890
H  -8.660350  4.537890  29.325350
H  -8.036930  3.340960  28.253970
H  -7.540850  3.230330  29.826910
C  -8.600040  17.887900  26.017610
C  -8.906380  18.436370  27.373160
O  -8.558870  17.518230  28.397380
P  -7.067780  17.258560  28.937660
O  -6.067750  18.105820  28.251910
O  -6.859330  15.642420  28.960220
C  -6.723350  14.924710  27.779420
C  -8.051170  14.283260  27.361200
O  -7.193330  17.693190  30.527400
C  -6.047070  18.062070  31.249180
C  -5.167250  16.807730  31.641930
H  -8.662700  18.694900  25.287590
H  -7.594320  17.469590  26.058290
H  -9.267010  17.064030  25.763710
H  -8.344910  19.349800  27.569350
H  -9.959510  18.709260  27.440710
H  -6.449540  15.576710  26.949940
H  -5.962700  14.144890  27.741970
H  -8.102040  13.902120  26.341280
H  -8.238970  13.499340  28.094890
H  -8.810020  15.046500  27.533530
H  -5.537380  18.853260  30.699320
H  -6.369720  18.673480  32.091900
H  -4.193100  17.234720  31.880240
H  -5.740760  16.444050  32.494530
H  -5.065710  16.018340  30.897180

Atomic forces in eV per Å
1.360 -0.488 -0.292
-0.849 -0.437 0.213
-0.120 -0.348 -0.225
-0.385 0.616 0.793
-0.856 -0.195 0.256
-1.910 1.044 0.361
0.329 0.025 -0.163
0.857 -0.313 -0.382
-0.052 0.026 -0.588
0.475 -0.280 0.181
0.313 -1.271 -0.322
-0.321 0.214 1.870
-0.693 0.510 -1.764
0.137 0.082 -0.039
-1.810 -1.689 -0.590
1.170 0.997 -0.575
1.049 1.226 0.784
0.258 -0.249 -0.270
-0.233 0.156 -0.084
0.018 0.240 0.058
-0.190 -0.059 -0.233
0.430 0.305 0.703
-0.109 -0.192 -0.259
-0.021 0.080 -0.131
0.044 -0.290 0.803
-2.239 -0.868 0.329
0.813 -0.235 -0.716
0.661 0.210 1.276
-2.435 -0.467 -0.472
-0.479 -0.032 0.120
2.279 0.938 0.430
1.093 -0.599 -0.835
0.486 0.804 0.200
0.074 -0.342 0.241
-0.240 0.401 0.016
0.064 -0.034 0.130
-0.029 0.168 -0.560
0.148 0.034 0.203
0.035 -0.326 -0.035
-0.251 0.415 -0.417
0.983 -1.728 -0.337
0.638 0.407 0.040
-1.108 -0.560 0.127
-1.107 4.362 -0.558
-0.630 -0.507 -0.120
0.629 -1.833 -0.221
0.519 0.223 -0.358
0.297 0.168 -0.182
-0.136 0.886 0.465
-0.111 0.085 0.015
0.015 -0.400 -0.151
0.788 0.261 0.885
-0.316 -0.382 0.466
-0.086 -0.081 -0.064
0.148 -0.614 -0.004
-0.380 -0.871 0.385
1.180 -0.164 0.454
0.062 0.895 -0.011
-0.147 -1.324 0.605
0.165 0.295 0.560
-0.371 0.329 -0.101
-0.435 0.725 -0.999
0.074 0.167 -0.272
-0.254 -0.116 -0.410
0.488 0.060 -0.577
-0.277 0.958 0.119
0.422 -0.747 0.369
-0.298 -0.024 -0.212
-0.071 -0.039 0.227
-0.136 -0.229 0.028
-0.663 -1.557 -0.085
1.136 0.691 0.397
-0.087 -0.125 -1.793
-0.715 -1.620 0.957
-1.257 2.247 0.552
1.938 0.049 -2.174
-0.108 1.575 -1.480
0.140 0.107 0.371
0.550 -0.224 0.626
0.272 0.042 0.199
-0.451 0.039 0.373
0.158 -0.863 0.466
-0.147 -0.369 1.221
0.124 -0.249 0.000
-0.551 0.079 0.071
0.336 -1.653 0.306
1.445 0.585 -2.266
-1.430 1.223 1.064
-1.012 -1.860 0.060
-0.329 -0.661 -0.947
1.628 -3.537 2.971
-1.776 3.581 0.584
1.304 -0.563 -0.882
0.966 0.616 -1.067
1.768 -0.224 0.410
-2.174 -0.022 -0.735
-0.359 0.176 0.421
-0.050 0.038 0.666
-0.253 0.707 -0.557
0.062 0.442 -0.113
-0.635 -0.031 0.715
0.268 0.098 -0.552
-0.093 0.344 0.045
0.324 -0.030 -0.247
-0.964 0.073 0.205
0.133 -0.216 0.189
0.516 0.485 -0.448
-0.118 -0.036 -0.005
-0.219 -0.324 0.320
0.302 0.346 -0.606
0.559 0.720 0.497
0.202 -0.370 0.127
0.358 1.224 -0.180
0.607 -1.695 1.394
-0.572 1.615 0.824
-0.081 -1.148 0.106
0.007 1.833 1.749
-0.648 -0.621 -3.435
-0.062 0.356 1.279
-1.175 -1.488 -2.126
1.310 0.014 -0.579
-1.193 2.058 0.242
0.056 -0.256 -0.167
0.137 0.238 -0.403
-0.123 0.135 -0.150
0.082 0.105 -0.191
-0.060 -0.384 0.486
0.283 0.376 0.036
0.314 0.224 1.027
0.276 0.085 0.158
-0.306 -0.318 -0.214
-0.233 -0.112 -0.319
0.606 -0.479 -0.583
-0.303 -0.809 0.549
0.078 -0.466 0.461
0.726 -0.543 0.223
-0.244 0.350 -0.229

Results
<S²>   0.7593
LUMO energy (alpha / beta)   -3.442 / -10.089 eV
Charge   +1
Calculated total energy   -157026.806 eV
2S+1   2
E_HOMO (alpha / beta)   -11.60 / -11.60 eV